(1)
# C6H13NO

A structure of composition C6H13NO (the ωB97M-V functional and the def2-TZVPD basis, OMol25).

The geometry in XYZ format:
```
21
Properties=species:S:1:pos:R:3:forces:R:3:lowdin_charge:R:1
C -0.630 -0.859 -1.560 -0.06 -0.16 0.18 -0.05
C -2.026 -0.480 0.509 0.06 -0.12 -0.12 -0.06
C -0.646 -0.735 -0.056 -0.01 2.67 -0.44 -0.54
N 0.135 -1.554 0.710 1.03 0.50 1.26 0.03
H 0.895 -1.977 0.182 0.06 0.22 0.01 0.05
H -1.125 -0.016 -2.043 0.00 -0.02 0.03 0.08
H -1.166 -1.775 -1.829 0.01 -0.01 -0.02 0.09
H 0.389 -0.947 -1.939 0.00 0.02 0.00 0.07
H -1.993 -0.305 1.584 0.05 0.00 0.01 0.08
H -2.620 -1.386 0.348 -0.01 0.00 0.03 0.09
H -2.520 0.357 0.017 0.00 0.00 0.00 0.08
C 1.227 1.507 -0.654 0.06 -0.11 0.07 -0.11
C 0.807 0.169 1.461 -0.02 -2.80 0.04 -0.21
C 0.282 1.008 0.411 -1.23 -0.82 -1.24 -0.22
O 2.112 -0.072 1.636 0.16 0.57 0.28 0.06
H 2.633 0.336 0.931 -0.17 -0.09 -0.11 0.10
H 0.264 0.074 2.392 -0.02 0.03 -0.04 0.13
H -0.438 1.739 0.767 0.11 0.13 0.05 0.11
H 0.672 1.993 -1.457 0.00 -0.02 0.02 0.08
H 1.961 2.240 -0.292 -0.03 -0.03 -0.01 0.07
H 1.787 0.684 -1.117 -0.01 0.03 0.00 0.07
```
Forces are in eV/Å.

Values from the calculation:
Spin multiplicity: 1

=====

(2)
# C46H49AsGeN5O3PtS

A structure of composition C46H49AsGeN5O3PtS (the ωB97M-V functional and the def2-TZVPD basis, OMol25).

The geometry in XYZ format:
```
107
Properties=species:S:1:pos:R:3:forces:R:3:lowdin_charge:R:1
Pt -0.006 1.428 -0.447 0.12 -0.26 0.25 1.29
C -0.736 4.937 -4.970 0.01 -0.01 0.00 0.05
N -1.188 3.672 -4.379 -0.02 0.05 0.00 -0.02
N -0.522 3.063 -3.341 0.02 -0.02 0.03 0.08
C -0.979 1.774 -3.239 0.22 -0.02 0.06 -0.37
O -0.538 0.931 -2.345 -0.23 -0.04 0.05 -0.24
C -1.914 1.577 -4.244 0.02 -0.01 -0.02 0.09
C -1.997 2.771 -4.952 0.00 -0.04 0.01 -0.21
C -2.768 3.090 -6.179 0.00 0.00 0.00 0.03
C 0.155 3.773 -2.315 -0.04 0.00 -0.04 -0.21
C -0.296 4.992 -1.855 0.00 0.02 0.01 0.00
C 0.398 5.621 -0.821 -0.01 0.00 -0.02 -0.01
C 1.502 5.026 -0.227 0.03 -0.02 -0.01 -0.03
C 1.947 3.797 -0.691 -0.02 0.05 0.02 -0.04
C 1.280 3.151 -1.741 0.08 -0.17 0.07 -0.10
H 0.200 5.234 -4.508 0.00 0.00 -0.01 0.10
H -1.483 5.714 -4.821 0.01 0.00 0.01 0.11
H -0.566 4.788 -6.034 0.00 0.00 0.00 0.11
H -2.457 0.671 -4.451 0.00 -0.01 0.00 0.13
H -3.504 2.313 -6.369 0.00 0.00 0.00 0.10
H -2.101 3.140 -7.043 0.00 0.00 0.00 0.11
H -3.279 4.048 -6.092 0.00 0.00 0.00 0.11
H -1.177 5.454 -2.280 0.00 0.00 0.00 0.13
H 0.059 6.589 -0.474 0.00 0.00 0.00 0.14
H 2.031 5.532 0.569 0.00 0.00 0.00 0.13
H 2.842 3.348 -0.279 0.00 -0.01 0.00 0.13
H 1.748 2.319 -2.257 0.04 0.01 0.00 0.14
C -2.609 4.330 1.114 0.04 0.00 0.02 0.01
C -1.543 3.504 0.840 -0.03 0.01 0.00 -0.09
N -1.640 2.573 -0.126 -0.08 0.03 -0.38 -0.11
C -2.782 2.391 -0.805 -0.02 0.06 0.01 -0.08
C -3.893 3.195 -0.585 -0.01 0.02 0.05 -0.16
C -3.777 4.196 0.380 -0.03 -0.04 0.01 0.05
C -5.133 3.092 -1.378 0.00 -0.01 -0.04 -0.02
C -5.850 2.031 -1.759 -0.01 0.02 0.04 0.00
C -5.713 0.607 -1.411 0.02 0.00 0.01 -0.26
C -6.695 -0.285 -1.821 0.01 -0.01 -0.01 0.02
C -6.556 -1.611 -1.439 0.00 0.01 0.00 -0.08
N -5.541 -2.020 -0.681 0.01 -0.01 0.00 0.10
C -4.675 -1.084 -0.319 0.00 0.02 -0.02 -0.24
N -4.681 0.197 -0.659 -0.01 0.01 0.01 0.13
H -2.516 5.073 1.894 -0.01 0.00 0.00 0.14
H -0.608 3.566 1.378 0.00 -0.01 0.00 0.12
H -2.809 1.590 -1.522 0.01 -0.02 0.00 0.10
H -4.617 4.852 0.573 0.00 0.00 0.00 0.14
H -5.539 4.061 -1.652 0.02 0.00 -0.05 0.12
H -6.735 2.252 -2.345 -0.01 0.00 0.01 0.12
H -7.541 0.038 -2.412 0.00 0.00 0.00 0.12
H -7.276 -2.363 -1.739 0.00 0.00 0.00 0.13
H -3.870 -1.406 0.335 0.02 0.00 0.01 0.07
C -1.773 -2.133 -2.564 -0.04 0.01 0.00 -0.21
As -0.650 -2.079 -1.010 0.00 0.06 -0.24 0.95
C 1.175 -2.121 -1.584 -0.34 0.31 -0.09 -0.21
C -1.092 -3.603 0.056 -0.06 0.08 0.10 -0.19
S -1.244 -0.373 0.275 0.11 0.05 0.31 0.48
H -1.855 -3.176 -2.873 0.01 0.01 -0.01 0.06
H -1.315 -1.547 -3.355 0.01 0.04 -0.02 0.04
H -2.762 -1.749 -2.319 0.01 -0.01 0.02 0.03
H 1.247 -3.016 -2.206 0.00 0.02 0.01 0.07
H 1.841 -2.210 -0.728 -0.24 0.26 -0.21 0.00
H 1.387 -1.238 -2.179 -0.02 0.06 -0.05 0.05
H -0.696 -4.475 -0.463 0.00 -0.04 -0.03 0.07
H -2.177 -3.678 0.135 0.03 -0.01 0.01 0.06
H -0.645 -3.502 1.041 0.06 -0.02 0.13 0.02
O 0.823 1.815 1.317 -0.18 -0.36 0.31 -0.14
C 1.786 0.948 1.204 -0.12 0.14 -0.09 -0.56
O 1.699 0.244 0.151 0.02 0.55 -0.55 -0.08
C 2.896 0.954 2.182 0.21 -0.02 -0.16 -0.13
C 2.821 -0.055 3.336 -0.02 -0.04 0.08 -0.21
Ge 2.907 -2.012 3.014 0.18 -0.05 0.05 1.03
C 1.128 -2.728 3.369 -0.10 0.15 -0.02 -0.27
C 0.004 -1.910 3.222 0.09 0.05 0.01 -0.16
C -1.270 -2.376 3.517 0.00 -0.02 -0.04 -0.11
C -1.440 -3.683 3.955 -0.03 -0.01 -0.01 -0.07
C -0.334 -4.507 4.112 -0.01 -0.06 0.02 -0.06
C 0.940 -4.030 3.833 0.02 -0.02 -0.10 -0.09
C 4.251 -2.795 4.169 -0.04 -0.02 -0.01 -0.28
C 4.828 -2.119 5.242 -0.05 0.01 0.05 -0.10
C 5.776 -2.741 6.043 -0.01 0.01 0.00 -0.07
C 6.153 -4.050 5.783 0.01 -0.01 -0.01 -0.06
C 5.587 -4.736 4.717 0.00 -0.01 0.00 -0.06
C 4.645 -4.110 3.914 0.05 0.02 -0.04 -0.12
C 3.443 -2.456 1.181 -0.06 0.03 0.02 -0.28
C 4.532 -1.826 0.574 0.02 0.00 -0.08 -0.09
C 5.003 -2.242 -0.666 -0.02 0.07 0.08 -0.06
C 4.408 -3.321 -1.309 -0.09 -0.10 0.01 -0.07
C 3.341 -3.975 -0.708 0.36 -0.23 0.15 -0.11
C 2.857 -3.534 0.520 0.40 -0.39 0.28 -0.16
H 2.909 1.967 2.593 0.03 -0.01 -0.02 0.14
H 3.814 0.802 1.608 -0.05 -0.01 -0.01 0.12
H 1.946 0.158 3.952 -0.02 -0.03 0.02 0.08
H 3.687 0.167 3.961 -0.03 0.01 0.02 0.07
H 0.125 -0.874 2.909 -0.03 -0.10 0.03 0.06
H -2.126 -1.719 3.434 -0.03 0.03 0.00 0.10
H -2.427 -4.052 4.199 -0.01 0.00 0.01 0.11
H -0.461 -5.517 4.478 0.00 0.00 0.00 0.12
H 1.794 -4.676 3.997 0.01 0.00 0.00 0.10
H 4.540 -1.101 5.479 0.00 -0.01 0.00 0.09
H 6.216 -2.206 6.874 0.00 0.01 -0.01 0.11
H 6.891 -4.534 6.408 0.00 0.00 0.00 0.11
H 5.884 -5.755 4.510 0.00 0.00 0.00 0.11
H 4.235 -4.652 3.068 0.00 -0.01 0.00 0.10
H 5.062 -1.033 1.091 0.00 0.00 -0.02 0.10
H 5.860 -1.754 -1.112 -0.01 0.00 0.01 0.11
H 4.801 -3.673 -2.254 -0.01 0.01 0.01 0.12
H 2.913 -4.853 -1.179 -0.02 0.02 0.00 0.12
H 2.057 -4.083 1.006 -0.12 0.00 -0.03 0.10
```
Forces are in eV/Å.

Values from the calculation:
Spin multiplicity: 1
Net charge: +3

=====

It is found that the electronic energy values, taken in the order of the records, are -366.28045, -7111.05928 Ha.
It is found that the energy above the lowest of the compared OMol25 structures with the same formula, charge and spin values, taken in the order of the records, are 4.176, 0.000 eV.